Version a
This record from the Open Molecules 2025 dataset describes C55H59BrInN7O5S2 as an isolated structure. The level of theory is ωB97M-V with the def2-TZVPD basis set.

Values from the calculation:
lowest unoccupied orbital energy = 0.130 eV
HOMO = -0.2754 Ha
Kohn-Sham gap = 0.2802 hartree

Element x y z (Å)
In1 0.4492 -0.2028 0.0238
C1 -5.4644 2.6899 -0.9730
C2 -4.7551 1.7190 -0.0325
C3 -5.6913 1.2949 1.1147
O1 -3.5909 2.3068 0.5404
C4 -2.4565 1.4903 0.3058
C5 -3.1367 0.1697 -0.1463
O2 -4.3129 0.6143 -0.7775
C6 -2.3815 -0.9597 -0.8811
O3 -1.2708 -1.2860 -0.1271
C7 -2.1825 -0.7365 -2.3721
C8 -3.3077 -0.5556 -3.1730
C9 -3.1872 -0.4491 -4.5459
C10 -1.9410 -0.5334 -5.1444
C11 -0.8200 -0.7310 -4.3565
C12 -0.9397 -0.8432 -2.9788
C13 -3.2001 -2.2656 -0.8264
C14 -2.5299 -3.4359 -1.1700
C15 -3.1522 -4.6639 -1.0591
C16 -4.4582 -4.7452 -0.6033
C17 -5.1401 -3.5839 -0.2934
C18 -4.5181 -2.3504 -0.4063
C19 -1.3734 2.2208 -0.5490
O4 -0.4364 1.3386 -1.0289
C20 -0.7044 3.3150 0.2920
C21 -1.3221 3.9708 1.3493
C22 -0.6673 4.9921 2.0150
C23 0.6109 5.3686 1.6424
C24 1.2335 4.7187 0.5912
C25 0.5736 3.7104 -0.0838
C26 -2.0040 2.9714 -1.7241
C27 -2.6720 4.1698 -1.5012
C28 -3.2438 4.8612 -2.5532
C29 -3.1526 4.3708 -3.8441
C30 -2.4563 3.1981 -4.0744
C31 -1.8748 2.5095 -3.0241
H1 -5.6474 3.6257 -0.4566
H2 -6.4041 2.2549 -1.2966
H3 -4.8381 2.8730 -1.8395
H4 -5.9700 2.1729 1.6899
H5 -5.1939 0.5955 1.7826
H6 -6.5787 0.8154 0.7109
H7 -1.9551 1.3003 1.2691
H8 -3.4260 -0.3015 0.8165
H9 -4.2831 -0.4995 -2.7182
H10 -4.0723 -0.3162 -5.1536
H11 -1.8460 -0.4600 -6.2192
H12 0.1578 -0.8072 -4.8154
H13 -0.0571 -1.0032 -2.3742
H14 -1.5072 -3.3617 -1.5095
H15 -2.6171 -5.5643 -1.3285
H16 -4.9389 -5.7076 -0.5001
H17 -6.1642 -3.6344 0.0460
H18 -5.0786 -1.4582 -0.1811
H19 -2.3174 3.6905 1.6593
H20 -1.1597 5.4955 2.8358
H21 1.1140 6.1745 2.1572
H22 2.2412 4.9854 0.3038
H23 1.0474 3.2061 -0.9146
H24 -2.7593 4.5587 -0.5004
H25 -3.7681 5.7867 -2.3645
H26 -3.6171 4.9020 -4.6628
H27 -2.3632 2.8124 -5.0789
H28 -1.3151 1.6075 -3.2017
C32 5.3242 -2.4123 2.9155
C33 5.0109 -0.9220 2.8141
N1 5.0448 -0.4214 1.4607
C34 6.3175 0.0462 0.9475
C35 7.0498 -0.9816 0.0876
C36 3.9415 -0.3282 0.6858
S1 2.4889 -0.9626 1.3822
N2 4.1215 0.2281 -0.4873
C37 3.2262 0.3622 -1.4669
O5 2.0878 -0.1369 -1.5376
C38 3.7337 1.1300 -2.6353
C39 2.8271 1.5708 -3.5968
C40 3.2792 2.2485 -4.7132
C41 4.6337 2.4881 -4.8789
C42 5.5377 2.0651 -3.9181
C43 5.0926 1.3867 -2.7999
H29 5.2596 -2.7324 3.9520
H30 6.3279 -2.6212 2.5590
H31 4.6098 -2.9756 2.3222
H32 5.7271 -0.3475 3.4098
H33 4.0047 -0.7516 3.2032
H34 6.9397 0.3193 1.8028
H35 6.1214 0.9340 0.3435
H36 7.2861 -1.8803 0.6500
H37 7.9817 -0.5479 -0.2659
H38 6.4403 -1.2588 -0.7673
H39 1.7732 1.3803 -3.4475
H40 2.5795 2.5934 -5.4596
H41 4.9869 3.0058 -5.7586
H42 6.5915 2.2663 -4.0490
H43 5.7871 1.0415 -2.0500
C44 -1.6652 1.2192 4.4246
N3 -0.3358 0.8337 4.8008
C45 0.0244 0.2521 5.9915
C46 1.3461 -0.0220 5.9441
N4 1.7976 0.4105 4.7213
C47 0.7681 0.9497 4.0117
S2 0.8661 1.7174 2.5471
H44 -2.3784 0.6237 4.9917
H45 -1.7958 1.0459 3.3554
H46 -1.8375 2.2795 4.6210
H47 -0.6919 0.0916 6.7696
H48 1.9947 -0.4609 6.6749
H49 2.7339 0.3547 4.3559
C48 1.7262 -5.9794 -0.9260
N5 2.1980 -4.7036 -1.4099
C49 3.5529 -4.6240 -1.9037
C50 1.6197 -3.6081 -0.9944
N6 1.0878 -2.6407 -0.6782
H50 1.7854 -6.7138 -1.7311
H51 0.6906 -5.8858 -0.6069
H52 2.3245 -6.3343 -0.0794
H53 3.6804 -5.3336 -2.7228
H54 4.2822 -4.8532 -1.1182
H55 3.7415 -3.6181 -2.2737
Br1 -4.0661 -2.3308 3.6590
C51 -2.1692 -2.3599 3.7398
C52 -1.5189 -2.9867 4.7882
C53 -0.1335 -3.0005 4.7586
C54 0.5233 -2.3726 3.7091
N7 -0.1147 -1.7544 2.7282
C55 -1.4323 -1.7580 2.7304
H56 -2.0763 -3.4685 5.5799
H57 0.4195 -3.4966 5.5400
H58 1.6029 -2.3516 3.6521
H59 -1.8950 -1.3037 1.8681


Version b
This record from the Open Molecules 2025 dataset describes C55H59BrInN7O5S2 as an isolated structure. The level of theory is ωB97M-V with the def2-TZVPD basis set.

Values from the calculation:
lowest unoccupied orbital energy = 0.245 eV
HOMO = -0.2698 Ha
Kohn-Sham gap = 0.2788 hartree

Element x y z (Å)
In1 0.6474 -0.4596 0.9883
C1 -4.9014 -1.2219 -1.9930
C2 -3.7419 -0.3282 -2.4017
C3 -4.0403 0.3862 -3.7067
O1 -2.5304 -1.0571 -2.5648
C4 -1.6474 -0.8332 -1.4679
C5 -2.3746 0.2068 -0.5984
O2 -3.4811 0.6243 -1.3882
C6 -1.5643 1.4724 -0.1855
O3 -0.5470 1.1436 0.7074
C7 -2.5122 2.3838 0.6269
C8 -2.7630 3.7146 0.3241
C9 -3.5818 4.4924 1.1380
C10 -4.1723 3.9492 2.2648
C11 -3.9241 2.6179 2.5821
C12 -3.0934 1.8538 1.7810
C13 -0.9827 2.2378 -1.3848
C14 -1.7554 2.6672 -2.4668
C15 -1.1938 3.4119 -3.4949
C16 0.1447 3.7811 -3.4500
C17 0.9139 3.3872 -2.3672
C18 0.3550 2.6148 -1.3581
C19 -1.2484 -2.1761 -0.7680
O4 -0.6578 -1.9154 0.4677
C20 -2.4912 -3.0321 -0.4944
C21 -3.0069 -3.9212 -1.4314
C22 -4.1466 -4.6630 -1.1556
C23 -4.7942 -4.5272 0.0636
C24 -4.2813 -3.6522 1.0108
C25 -3.1360 -2.9187 0.7352
C26 -0.2655 -2.9495 -1.6623
C27 -0.2930 -2.8958 -3.0548
C28 0.6126 -3.6306 -3.8089
C29 1.5609 -4.4303 -3.1868
C30 1.5982 -4.4840 -1.8008
C31 0.6914 -3.7517 -1.0467
H1 -5.0288 -2.0269 -2.7162
H2 -5.8136 -0.6241 -1.9615
H3 -4.7348 -1.6566 -1.0107
H4 -4.3132 -0.3447 -4.4679
H5 -3.1610 0.9322 -4.0428
H6 -4.8730 1.0771 -3.5713
H7 -0.7193 -0.4032 -1.8560
H8 -2.7259 -0.2641 0.3234
H9 -2.3112 4.1667 -0.5476
H10 -3.7593 5.5289 0.8784
H11 -4.8224 4.5499 2.8883
H12 -4.3927 2.1744 3.4527
H13 -2.8881 0.8239 2.0509
H14 -2.8092 2.4409 -2.4875
H15 -1.8159 3.7262 -4.3245
H16 0.5753 4.3789 -4.2437
H17 1.9571 3.6728 -2.3008
H18 0.9716 2.3009 -0.5343
H19 -2.5141 -4.0374 -2.3873
H20 -4.5304 -5.3505 -1.8992
H21 -5.6851 -5.1042 0.2769
H22 -4.7743 -3.5424 1.9698
H23 -2.7154 -2.2575 1.4814
H24 -1.0233 -2.2768 -3.5593
H25 0.5776 -3.5716 -4.8905
H26 2.2693 -4.9983 -3.7768
H27 2.3352 -5.0975 -1.2966
H28 0.7372 -3.7951 0.0338
C32 4.9071 1.8789 -2.1785
C33 5.4977 1.5388 -0.8182
N1 4.8597 0.3437 -0.2571
C34 5.5626 -0.9149 -0.5000
C35 6.5468 -1.2379 0.6142
C36 3.7076 0.4493 0.4189
S1 3.0123 -1.0673 0.9819
N2 3.2491 1.6916 0.5752
C37 2.3100 2.0356 1.4704
O5 1.7134 1.2798 2.2671
C38 1.9335 3.4830 1.4642
C39 2.7861 4.4604 0.9620
C40 2.3791 5.7852 0.9279
C41 1.1109 6.1338 1.3743
C42 0.2505 5.1575 1.8595
C43 0.6627 3.8356 1.9114
H29 5.4070 2.7487 -2.6074
H30 3.8438 2.0975 -2.0754
H31 5.0197 1.0425 -2.8722
H32 5.3714 2.3647 -0.1244
H33 6.5639 1.3219 -0.8979
H34 6.0746 -0.8124 -1.4579
H35 4.8431 -1.7220 -0.6054
H36 7.2729 -0.4335 0.7449
H37 7.0897 -2.1546 0.3819
H38 6.0167 -1.3840 1.5558
H39 3.7619 4.1691 0.5975
H40 3.0466 6.5463 0.5443
H41 0.7887 7.1667 1.3316
H42 -0.7518 5.4200 2.1748
H43 -0.0119 3.0520 2.2314
C44 -0.9059 -4.5586 2.6110
N3 -0.1739 -3.9852 3.7252
C45 -0.7008 -3.5763 4.9350
C46 0.3064 -3.0534 5.6618
N4 1.4410 -3.1531 4.8790
C47 1.1572 -3.7297 3.6802
S2 2.2248 -4.0873 2.4444
H44 -1.9628 -4.5826 2.8663
H45 -0.5500 -5.5685 2.4093
H46 -0.7612 -3.9389 1.7264
H47 -1.7428 -3.6992 5.1700
H48 0.3174 -2.6418 6.6541
H49 2.3725 -2.8575 5.1096
C48 0.2054 2.0471 5.1041
N5 -0.7731 1.0750 4.6195
C49 -2.1148 1.0671 5.1848
C50 -0.3859 0.1118 3.8331
N6 -0.0298 -0.7478 3.1420
H50 -0.2352 3.0421 5.0441
H51 1.0805 2.0106 4.4597
H52 0.4828 1.8335 6.1389
H53 -2.5315 2.0713 5.1175
H54 -2.0942 0.7497 6.2301
H55 -2.7445 0.3887 4.6139
Br1 4.6939 -2.6412 -3.9112
C51 3.2541 -1.4205 -3.7869
C52 2.7959 -0.7617 -4.9106
C53 1.7291 0.1074 -4.7507
C54 1.1939 0.2883 -3.4854
N7 1.6541 -0.3365 -2.4005
C55 2.6565 -1.1946 -2.5572
H56 3.2509 -0.9310 -5.8771
H57 1.3156 0.6435 -5.5941
H58 0.3601 0.9644 -3.3401
H59 2.9802 -1.7304 -1.6742


The most stable arrangement is version b, and the next structure is 0.0668 hartree less stable.


Version a
This record from the Open Molecules 2025 dataset describes a 2-piece molecular cluster, C6H12O overall. The level of theory is ωB97M-V with the def2-TZVPD basis set.

Values from the calculation:
lowest unoccupied orbital energy (spin up / spin down) = 3.658 / 3.583 eV
HOMO (spin up / spin down) = -0.0033 / -0.0753 Ha
multiplicity = 2
net charge = -1
Kohn-Sham gap (spin up / spin down) = 0.1377 / 0.2070 hartree

Element x y z (Å)
C1 -1.7545 -0.0956 0.6420
C2 -0.1913 0.2399 0.7739
C3 0.6531 -0.8795 0.8741
C4 0.1430 -2.2349 1.3596
C5 1.3897 2.1169 0.0961
C6 0.1349 1.5934 0.1613
H1 -2.2638 0.8539 0.2510
H2 -2.2035 -0.5716 1.5602
H3 -1.8862 -0.8065 -0.2566
H4 1.7585 -0.5975 0.7151
H5 0.7939 -2.6764 2.1785
H6 0.0643 -3.0021 0.5061
H7 -0.8284 -2.1710 1.7349
H8 2.2433 1.3455 -0.4367
H9 1.5609 3.1860 -0.0378
H10 -0.6737 2.0969 -0.5010
H11 -0.4409 0.6842 -3.3069
H12 1.1578 0.5881 -3.4340
O1 0.3429 0.3303 -2.8797


Version b
This record from the Open Molecules 2025 dataset describes an isolated ion of composition C6H12O and charge -1. The level of theory is ωB97M-V with the def2-TZVPD basis set.

Values from the calculation:
lowest unoccupied orbital energy (spin up / spin down) = 3.981 / 3.921 eV
HOMO (spin up / spin down) = 0.0200 / -0.0829 Ha
multiplicity = 2
net charge = -1
Kohn-Sham gap (spin up / spin down) = 0.1263 / 0.2270 hartree

Element x y z (Å)
C1 1.1865 -0.0067 3.6246
C2 0.6278 0.6174 2.3259
C3 0.3904 -0.3127 1.1235
C4 -0.3022 -0.1182 -2.5651
O1 -1.3601 -0.5020 -3.4773
C5 -0.7166 -0.1334 -1.1444
C6 0.0488 0.4965 -0.1394
H1 0.5463 -0.8221 3.9796
H2 1.3932 0.7934 4.3377
H3 2.1031 -0.6178 3.5256
H4 -0.3630 0.8696 2.7324
H5 1.1427 1.5372 2.0576
H6 -0.4509 -0.9753 1.3052
H7 1.3156 -0.7759 0.7424
H8 0.5723 -0.7570 -2.8507
H9 0.1363 0.8570 -2.9337
H10 -1.9574 0.2194 -3.3307
H11 -1.6954 -0.6020 -1.0180
H12 0.6788 1.3147 -0.4639


Version c
This record from the Open Molecules 2025 dataset describes a 2-piece molecular cluster, C6H12O overall. The level of theory is ωB97M-V with the def2-TZVPD basis set.

Values from the calculation:
lowest unoccupied orbital energy (spin up / spin down) = 3.674 / 3.638 eV
HOMO (spin up / spin down) = -0.0019 / -0.0781 Ha
multiplicity = 2
net charge = -1
Kohn-Sham gap (spin up / spin down) = 0.1369 / 0.2118 hartree

Element x y z (Å)
C1 1.5915 -0.5120 -1.2926
C2 0.8158 -1.6356 -1.6086
C3 0.0076 0.5809 0.2761
C4 1.1684 0.5834 -0.4675
C5 2.1490 1.7778 -0.4185
C6 -0.2323 1.3852 1.5096
H1 2.5566 -0.5308 -1.8127
H2 -0.2287 -1.3650 -1.4745
H3 0.9212 -2.6908 -1.7981
H4 -0.7406 -0.1508 -0.0113
H5 2.8314 1.4943 0.4297
H6 1.7276 2.6568 0.0768
H7 2.7811 1.9128 -1.2916
H8 0.0574 2.4203 1.4032
H9 0.1454 0.9849 2.4624
H10 -1.3087 1.2592 1.7034
H11 -4.0980 -1.0376 1.3778
H12 -3.6077 -2.2522 0.6407
O1 -4.2548 -1.9640 1.2830


The most stable arrangement is version c, and the next structure is 0.0125 hartree less stable.


Version a
This record from the Open Molecules 2025 dataset describes a 2-piece molecular cluster, CH7PSi overall. The level of theory is ωB97M-V with the def2-TZVPD basis set.

Values from the calculation:
lowest unoccupied orbital energy (spin up / spin down) = -0.775 / -0.719 eV
HOMO (spin up / spin down) = -0.2801 / -0.2927 Ha
Kohn-Sham gap (spin up / spin down) = 0.2516 / 0.2662 hartree

Element x y z (Å)
C1 0.5560 0.1911 -1.7461
Si1 -0.2222 -0.4298 2.2123
P1 -0.0232 1.4142 -0.5002
H1 1.0238 0.7937 -2.5684
H2 -0.4168 -0.2996 -2.2708
H3 1.1755 -0.5078 -1.3313
H4 -0.5670 -0.2794 3.6150
H5 -1.2319 -1.2036 1.5045
H6 1.1464 -0.8607 1.7993
H7 -1.4405 1.1819 -0.7142


Version b
This record from the Open Molecules 2025 dataset describes CH7PSi as an isolated structure. The level of theory is ωB97M-V with the def2-TZVPD basis set.

Values from the calculation:
lowest unoccupied orbital energy = 0.039 eV
HOMO = -0.2964 Ha
Kohn-Sham gap = 0.2978 hartree

Element x y z (Å)
C1 1.0187 1.1558 0.2137
Si1 0.3269 -0.1966 -0.9172
P1 -1.5070 -1.6942 0.6811
H1 0.4923 1.6564 0.8987
H2 1.8270 0.6069 0.6648
H3 1.5579 1.7633 -0.3567
H4 -0.1969 0.2252 -2.2142
H5 1.1077 -1.3219 -0.9971
H6 -2.6430 -1.0045 0.1661
H7 -1.9836 -1.1904 1.8606


The most stable arrangement is version b, and the next structure is 0.0379 hartree less stable.